(1)
{"formula": "C38H38ClN2P2SZr", "method": "ωB97M-V/def2-TZVPD", "charge": 3, "homo_energy_ha": -0.596, "energy_ha": -3167.05479, "elements": ["Zr", "C", "C", "P", "C", "C", "C", "C", "C", "C", "C", "C", "C", "C", "C", "C", "C", "P", "C", "C", "C", "C", "C", "C", "C", "C", "C", "C", "C", "C", "H", "H", "H", "H", "H", "H", "H", "H", "H", "H", "H", "H", "H", "H", "H", "H", "H", "H", "H", "H", "H", "H", "H", "H", "H", "H", "C", "N", "C", "C", "N", "C", "S", "H", "H", "H", "H", "H", "H", "Cl", "C", "C", "C", "C", "C", "C", "C", "H", "H", "H", "H", "H", "H"], "coordinates": [[-0.568, -1.364, 0.108], [1.309, -4.192, -2.218], [-0.119, -4.157, -2.769], [-1.240, -2.910, -2.052], [-2.610, -2.640, -3.180], [-3.588, -3.621, -3.359], [-4.600, -3.412, -4.281], [-4.637, -2.236, -5.022], [-3.662, -1.262, -4.850], [-2.645, -1.462, -3.927], [-1.985, -3.600, -0.528], [-1.555, -4.772, 0.114], [-2.232, -5.243, 1.228], [-3.317, -4.537, 1.748], [-3.723, -3.352, 1.155], [-3.061, -2.879, 0.023], [2.077, -2.874, -2.352], [1.806, -1.518, -1.138], [2.444, -2.081, 0.454], [3.490, -1.457, 1.138], [3.831, -1.883, 2.409], [3.136, -2.929, 3.021], [2.085, -3.537, 2.362], [1.717, -3.098, 1.090], [2.827, -0.176, -1.750], [2.287, 1.078, -2.026], [3.093, 2.078, -2.547], [4.436, 1.831, -2.789], [4.981, 0.582, -2.514], [4.181, -0.424, -2.000], [1.850, -4.941, -2.800], [1.338, -4.566, -1.194], [-0.597, -5.138, -2.709], [-0.090, -3.900, -3.832], [-3.563, -4.541, -2.786], [-5.358, -4.169, -4.428], [-5.426, -2.083, -5.745], [-3.687, -0.358, -5.442], [-1.865, -0.716, -3.812], [-0.738, -5.353, -0.296], [-1.928, -6.176, 1.683], [-3.851, -4.925, 2.605], [-4.583, -2.818, 1.538], [-3.481, -2.046, -0.528], [1.876, -2.418, -3.327], [3.150, -3.073, -2.326], [4.040, -0.650, 0.672], [4.657, -1.413, 2.926], [3.433, -3.273, 4.002], [1.567, -4.370, 2.823], [0.957, -3.667, 0.552], [1.240, 1.275, -1.845], [2.673, 3.049, -2.771], [5.064, 2.611, -3.197], [6.028, 0.391, -2.704], [4.619, -1.393, -1.790], [-1.032, 1.807, 5.122], [-1.959, 1.403, 4.009], [-1.554, 3.737, 2.487], [-0.297, 3.703, 1.987], [0.186, 2.388, 1.995], [-0.401, -0.599, 2.378], [-0.842, -2.073, 2.619], [-1.635, 2.246, 5.915], [-0.272, 2.535, 4.835], [-0.548, 0.909, 5.498], [-2.406, 4.332, 2.764], [0.345, 4.495, 1.619], [0.430, -0.523, 1.386], [-1.476, 2.016, 2.661], [-2.624, 1.160, 1.478], [-3.910, 1.022, 1.961], [-4.891, 0.594, 1.077], [-4.563, 0.346, -0.248], [-3.250, 0.459, -0.674], [-2.197, 0.862, 0.177], [-0.819, 0.813, -0.352], [-4.151, 1.263, 2.985], [-5.910, 0.501, 1.428], [-5.333, 0.065, -0.957], [-3.007, 0.259, -1.712], [-0.092, 1.474, 0.099], [-0.854, 0.919, -1.440]], "mulliken_charge": [-1.28, -0.69, -1.19, 1.95, 0.62, -0.52, -0.77, -0.63, -0.70, -0.44, -0.46, -0.90, -0.67, -0.78, -0.68, 0.13, -1.07, 2.80, 0.86, -1.17, -0.78, -0.77, -0.78, -0.12, 0.38, -0.40, -0.78, -0.61, -0.79, -0.63, 0.56, 0.10, 0.67, 0.65, 0.43, 0.46, 0.45, 0.48, 0.46, 0.31, 0.52, 0.46, 0.55, 0.60, 0.51, 0.58, 0.50, 0.48, 0.47, 0.58, -0.01, 0.28, 0.47, 0.44, 0.45, 0.37, -0.78, -0.34, -0.59, -0.32, -0.43, -0.08, 0.02, 0.35, 0.33, 0.26, 0.48, 0.49, 0.58, 1.09, 0.75, -0.70, -0.94, -0.50, -0.92, 0.62, -1.24, 0.67, 0.50, 0.51, 0.61, 0.90, 0.71]}

(2)
{"formula": "C38H38IrN6O3P2", "method": "ωB97M-V/def2-TZVPD", "charge": 2, "homo_energy_ha": [-0.461, -0.461], "s_squared": 0.7530, "spin_multiplicity": 2, "energy_ha": -2811.70894, "elements": ["Ir", "C", "N", "C", "C", "N", "C", "P", "C", "N", "C", "C", "N", "C", "C", "N", "C", "C", "N", "C", "H", "H", "H", "H", "H", "H", "H", "H", "H", "H", "H", "H", "H", "H", "H", "C", "C", "C", "O", "C", "O", "O", "H", "H", "H", "H", "H", "H", "H", "C", "C", "C", "C", "C", "C", "P", "C", "C", "C", "C", "C", "C", "C", "C", "C", "C", "C", "C", "C", "C", "C", "C", "H", "H", "H", "H", "H", "H", "H", "H", "H", "H", "H", "H", "H", "H", "H", "H"], "coordinates": [[0.068, 0.549, -0.229], [2.395, 4.950, 1.922], [2.300, 3.634, 1.285], [3.337, 2.968, 0.698], [2.827, 1.814, 0.188], [1.491, 1.765, 0.494], [1.180, 2.895, 1.133], [-0.498, 3.538, 1.476], [-1.036, 3.396, -0.271], [-0.725, 2.369, -1.064], [-1.240, 2.645, -2.298], [-1.872, 3.852, -2.247], [-1.729, 4.317, -0.971], [-2.291, 5.571, -0.468], [-1.335, 2.049, 2.074], [-1.230, 0.886, 1.455], [-2.168, 0.018, 1.969], [-2.812, 0.714, 2.971], [-2.290, 1.971, 3.028], [-2.714, 3.016, 3.960], [3.436, 5.130, 2.173], [2.048, 5.723, 1.240], [1.804, 4.960, 2.833], [4.337, 3.365, 0.686], [3.315, 1.025, -0.356], [-1.107, 1.983, -3.134], [-2.396, 4.415, -3.000], [-2.666, 6.135, -1.316], [-3.111, 5.370, 0.217], [-1.519, 6.151, 0.033], [-2.741, -0.538, 1.245], [-3.581, 0.402, 3.658], [-2.925, 2.558, 4.922], [-1.915, 3.742, 4.080], [-3.608, 3.508, 3.585], [-2.602, -1.348, -4.611], [-2.043, -1.804, -3.302], [-2.750, -2.884, -2.544], [-0.718, -1.923, -3.220], [-2.477, -0.251, -1.985], [-3.347, 0.323, -2.542], [-1.848, -0.289, -0.936], [-2.354, -2.107, -5.358], [-2.176, -0.393, -4.922], [-3.681, -1.242, -4.563], [-2.734, -3.788, -3.163], [-3.789, -2.618, -2.359], [-2.247, -3.091, -1.605], [-0.248, -1.456, -3.929], [3.867, -2.084, 4.079], [2.914, -3.037, 3.756], [2.022, -2.809, 2.721], [2.070, -1.620, 1.983], [3.036, -0.676, 2.317], [3.929, -0.904, 3.354], [0.869, -1.435, 0.618], [-0.503, -2.401, 1.283], [-1.057, -1.969, 2.492], [-2.020, -2.770, 3.099], [-2.550, -3.872, 2.446], [-2.075, -4.224, 1.188], [-1.037, -3.502, 0.620], [1.572, -2.168, -0.860], [2.037, -3.456, -0.934], [2.612, -3.932, -2.128], [2.750, -3.091, -3.196], [2.325, -1.741, -3.131], [2.532, -0.842, -4.211], [2.157, 0.462, -4.086], [1.519, 0.921, -2.903], [1.230, 0.086, -1.854], [1.697, -1.272, -1.956], [4.560, -2.260, 4.891], [2.860, -3.962, 4.315], [1.285, -3.567, 2.490], [3.111, 0.249, 1.776], [4.674, -0.157, 3.594], [-0.367, -1.482, 3.176], [-2.388, -2.503, 4.082], [-3.311, -4.471, 2.927], [-2.480, -5.086, 0.675], [-0.611, -3.816, -0.326], [1.979, -4.116, -0.075], [2.959, -4.955, -2.187], [3.207, -3.448, -4.111], [3.024, -1.197, -5.108], [2.342, 1.158, -4.894], [1.244, 1.968, -2.852]], "mulliken_spin": [0.01, 0.00, 0.00, 0.00, 0.00, 0.00, 0.00, 0.00, 0.00, 0.01, 0.00, 0.01, 0.00, 0.00, 0.00, -0.01, 0.01, 0.00, 0.00, 0.00, 0.00, 0.00, 0.00, 0.00, 0.00, -0.01, 0.00, 0.00, 0.00, 0.00, 0.00, 0.00, 0.00, 0.00, 0.00, 0.06, 0.26, 0.07, 0.17, 0.05, 0.21, 0.21, 0.00, 0.00, -0.01, 0.02, 0.00, -0.02, -0.03, 0.00, 0.00, 0.00, 0.00, 0.00, 0.00, 0.00, 0.00, 0.00, 0.00, 0.00, 0.00, 0.00, 0.00, 0.00, 0.00, 0.00, 0.00, 0.00, 0.00, 0.00, -0.01, 0.00, 0.00, 0.00, 0.00, 0.00, 0.00, 0.00, 0.00, 0.00, 0.00, 0.00, 0.00, 0.00, 0.00, 0.00, 0.00, 0.00]}